# 1
The molecule C14H6O10 in a non-equilibrium geometry, computed with wB97M-V/def2-TZVPD.

XYZ file:
```
30
Properties=species:S:1:pos:R:3:forces:R:3
C -2.190871 1.637844 -1.381800 -0.9 0.9 -1.0
C 2.181192 -1.658059 1.357696 1.2 -0.7 0.6
O 4.519233 -1.252485 1.258740 -0.1 -0.2 0.2
O -4.168835 -1.038958 0.212873 1.0 1.2 -0.6
C 1.435073 1.844162 -0.996182 2.6 0.4 0.0
C -0.879535 1.361652 -0.954714 -1.3 -1.1 0.8
O -0.135686 -2.080998 1.439578 -1.5 -0.1 -0.4
O 4.155575 0.982234 -0.207875 0.2 -1.0 0.6
O 0.156733 2.144159 -1.363787 1.2 0.3 0.0
O 2.459775 -2.763392 2.133579 0.8 0.7 -0.7
C -0.691030 0.254743 -0.101015 0.7 0.8 -1.0
H -5.149725 0.614375 -0.796177 0.3 0.2 -0.5
H -3.435970 2.726314 -2.358349 -0.1 0.0 0.0
C 0.674034 -0.109832 0.255153 -0.2 -1.3 0.9
C -1.413996 -1.791636 1.042382 -1.4 1.1 -0.4
C -3.280914 0.824092 -0.989559 0.9 -0.2 1.0
C -1.755752 -0.556536 0.281025 1.2 -0.2 0.2
C 0.891753 -1.296635 0.998081 0.0 1.4 -0.5
C 3.256665 -0.875155 0.932132 -0.4 1.0 -0.8
O 2.402486 2.524377 -1.371501 -2.2 -0.2 -0.1
H -3.847862 -1.836393 0.698780 0.3 0.5 -0.2
O -4.545877 1.130649 -1.369866 -0.2 0.0 0.1
H 3.877854 1.726464 -0.759933 -0.4 0.4 -0.3
H 3.455966 -2.841862 2.178043 -1.5 0.1 0.0
O -2.356574 -2.500226 1.319776 0.9 -1.2 0.8
O -2.477673 2.694447 -2.242942 0.8 -1.0 1.0
C 3.053520 0.284998 0.160732 0.2 0.1 0.2
C 1.754990 0.685501 -0.150168 -1.8 -0.4 -0.3
H 5.121727 -0.586638 0.903668 0.1 0.0 0.0
C -3.066278 -0.247208 -0.128368 -0.5 -1.8 0.4
```
Forces are in eV/Å.

Results
* highest occupied orbital energy: -8.334 eV
* gap between HOMO and LUMO: 8.0 eV
* lowest unoccupied orbital energy: -0.31 eV
* SMILES: O=c1oc2c(O)c(O)c(O)c3c(=O)oc4c(O)c(O)c(O)c1c4c23
* net charge: 0
* relative energy (zero: lowest compared OMol25 entry of this formula, charge and spin): 0.0000 eV


# 2
The molecule C3H4O2 in a non-equilibrium geometry, computed with wB97M-V/def2-TZVPD.

XYZ file:
```
9
Properties=species:S:1:pos:R:3:forces:R:3
C -0.690289 0.189649 0.200212 -4.6 -0.8 -1.5
H 1.117836 -0.157233 1.407301 0.1 0.0 0.0
O -0.293351 1.524124 0.285810 -0.3 0.8 0.5
H -2.762053 0.660912 -0.020645 0.1 0.5 0.0
C 0.405340 0.603735 -0.594191 -0.4 -0.7 0.5
H 0.677776 0.824808 -1.598732 0.0 0.0 -0.4
O -2.364012 -0.211708 -0.049573 5.3 0.4 0.7
H 0.780001 -1.469444 0.172559 -0.1 -0.1 -0.2
C 0.623076 -0.448541 0.486663 -0.1 -0.1 0.3
```
Forces are in eV/Å.

Results
* highest occupied orbital energy: -9.350 eV
* gap between HOMO and LUMO: 10.1 eV
* lowest unoccupied orbital energy: 0.76 eV
* SMILES: O[C@@]12C[C@@H]1O2
* net charge: 0
* relative energy (zero: lowest compared OMol25 entry of this formula, charge and spin): 5.1229 eV


# 3
The molecule C3H2F4O in a non-equilibrium geometry, computed with wB97M-V/def2-TZVPD.

XYZ file:
```
10
Properties=species:S:1:pos:R:3:forces:R:3
C 0.698836 0.751085 0.075673 -0.1 0.4 -1.0
H -2.318796 -0.546642 0.632258 1.8 0.7 -0.9
F 0.709832 -1.450045 1.198044 -0.5 0.6 -1.0
F 0.623722 1.423514 1.198256 0.4 0.3 0.8
F 1.441582 1.394350 -0.869522 -0.4 -0.4 0.7
C -0.555550 0.076141 -0.384665 -3.3 -0.5 -1.3
H -0.986233 0.217416 -1.429811 1.8 -0.6 0.8
F 1.417746 -1.329988 -0.892650 -0.2 -0.2 -0.1
C 0.656974 -0.739967 0.034562 1.0 -0.3 0.7
O -1.688112 0.204135 0.437852 -0.5 -0.1 1.3
```
Forces are in eV/Å.

Results
* highest occupied orbital energy: -10.842 eV
* gap between HOMO and LUMO: 11.3 eV
* lowest unoccupied orbital energy: 0.44 eV
* SMILES: OC1C(F)(F)C1(F)F
* net charge: 0
* relative energy (zero: lowest compared OMol25 entry of this formula, charge and spin): 1.6528 eV


# 4
The molecule C7H10 in a non-equilibrium geometry, computed with wB97M-V/def2-TZVPD.

XYZ file:
```
17
Properties=species:S:1:pos:R:3:forces:R:3
C 0.028178 -1.356886 1.546676 1.8 0.4 -3.4
C 0.986580 2.368905 -0.572791 -1.4 -0.5 0.0
H -1.547370 1.132578 0.678912 0.0 0.8 0.4
H -0.568380 -2.168018 1.818155 -1.2 -1.3 0.2
C -0.193691 0.205215 -0.880772 0.4 -1.2 1.4
C 0.988754 1.057746 -0.944202 -0.2 2.6 0.4
H 1.954286 0.684635 -1.241530 0.0 -0.6 -0.3
C -1.499935 0.361604 -0.047904 2.8 -0.8 -0.7
H -2.347269 0.199251 -0.658134 -1.1 -0.5 -0.1
H 1.036374 -1.768790 1.316567 -0.4 0.4 0.6
H 1.873016 2.995617 -0.651139 -0.1 -0.3 0.1
C -0.452271 -0.718708 0.246372 -2.7 -1.4 0.5
H 0.025008 -0.677540 2.316856 0.4 1.6 1.9
H 0.523458 -1.996719 -1.318761 -1.4 1.2 0.5
H 0.043718 2.900293 -0.197125 1.4 -0.9 -0.7
H -1.259532 -1.647119 -1.672367 -0.3 0.0 0.2
C -0.404028 -1.356316 -1.075354 2.2 0.5 -1.1
```
Forces are in eV/Å.

Results
* highest occupied orbital energy: -8.372 eV
* gap between HOMO and LUMO: 9.4 eV
* lowest unoccupied orbital energy: 0.99 eV
* SMILES: C=C[C@]12C[C@]1(C)C2
* net charge: 0
* relative energy (zero: lowest compared OMol25 entry of this formula, charge and spin): 3.2942 eV